Below is a cluster of 2 separate species, C5H7N2 in total in a non-equilibrium geometry, with properties calculated with the ωB97M-V functional and the def2-TZVPD basis.

Results
- Strongest force on any atom: 4.8 eV Å⁻¹
- Energy relative to the best compared isomer or geometry (same formula, charge and spin): 7.183 eV
- E: -303.75497 a.u.

```
! RIJCOSX wB97M-V def2-TZVPD def2/J DEFGRID3
* xyz 1 1
C -1.73 -1.02 0.04
C -0.55 -1.67 -0.10
C -2.86 -0.56 0.09
C 2.93 -1.09 -0.25
C 3.35 -0.07 0.53
N 0.33 -2.40 -0.22
N -4.21 -0.07 -0.01
H 3.63 -1.67 -0.80
H 1.82 -1.24 -0.17
H 4.31 0.39 0.51
H 2.68 0.40 1.26
H -4.92 -0.95 0.07
H -4.63 0.45 -0.77
H -4.24 0.41 0.90
*
```

Below is the molecule C3H6N2OS2 in a non-equilibrium geometry, with properties calculated with the ωB97M-V functional and the def2-TZVPD basis.

Results
- Strongest force on any atom: 2.8 eV Å⁻¹
- Energy relative to the best compared isomer or geometry (same formula, charge and spin): 3.633 eV
- E: -1098.94040 a.u.
- SMILES: SC[C@H]1ONC=NS1

```
! RIJCOSX wB97M-V def2-TZVPD def2/J DEFGRID3
* xyz 0 1
C 1.68 0.23 0.93
C 0.12 0.20 0.77
C -2.43 0.29 -0.38
H 1.93 0.99 -1.24
H 1.97 1.13 1.47
H 2.00 -0.57 1.53
H -0.31 0.36 1.83
H -1.91 2.23 -0.53
H -3.48 0.51 -0.70
N -1.65 1.42 0.08
N -2.09 -0.91 -0.39
O -0.28 1.25 -0.04
S 2.53 -0.02 -0.63
S -0.53 -1.39 0.15
*
```

Below is a cluster of 3 separate species, C34H57BrClF17N3O3P in total in a non-equilibrium geometry, with properties calculated with the ωB97M-V functional and the def2-TZVPD basis.

Results
- Strongest force on any atom: 5.6 eV Å⁻¹
- E: -6792.30235 a.u.
- SMILES: C=C[C@H](N(C)OCCC)[C@@](CCC(F)(F)C(F)(F)C(F)(F)C(F)(F)C(F)(F)C(F)(F)C(F)(F)C(F)(F)F)(OCP(O)Br)[C@H](Cl)CC.CCN(CC)CC.CCN(CC)CC

```
! RIJCOSX wB97M-V def2-TZVPD def2/J DEFGRID3
* xyz 0 1
C -1.71 2.85 -0.75
C -1.05 1.74 0.03
C 0.52 1.39 -0.21
N 0.68 0.19 -1.12
C -0.55 -0.69 -1.18
O 0.75 0.74 -2.38
C 1.70 -0.05 -3.18
C 1.23 0.04 -4.75
C 2.03 1.27 -5.49
C 1.43 1.27 1.19
C 0.89 -0.01 2.12
C 1.34 -1.47 1.57
C 2.27 -2.38 2.58
F 2.46 -1.83 3.94
F 3.64 -2.41 1.95
C 1.61 -3.87 2.75
F 0.22 -3.63 3.29
F 1.36 -4.45 1.38
C 2.30 -4.88 3.80
F 1.62 -6.22 3.64
F 1.87 -4.43 5.18
C 3.92 -5.01 3.86
F 4.63 -3.77 4.34
F 4.16 -5.99 4.98
C 4.64 -5.71 2.55
F 4.20 -7.15 2.59
F 4.18 -5.20 1.24
C 6.27 -5.76 2.59
F 6.88 -5.69 3.94
F 6.66 -7.11 2.04
C 7.05 -4.65 1.67
F 8.37 -4.41 2.37
F 6.41 -3.32 1.59
C 7.46 -5.15 0.16
F 7.81 -3.91 -0.61
F 8.67 -6.04 0.12
F 6.38 -5.84 -0.59
O 2.80 1.02 0.64
C 3.81 0.87 1.66
P 5.41 0.24 0.74
O 6.53 -0.08 2.08
Br 6.22 1.81 -0.68
C 1.33 2.61 2.14
Cl -0.24 2.69 3.20
C 1.36 4.04 1.31
C 2.79 4.23 0.47
H -2.85 2.86 -1.04
H -1.05 3.80 -1.03
H -1.73 1.18 0.80
H 0.98 2.31 -0.82
H -0.96 -1.04 -0.14
H -1.42 -0.27 -1.87
H -0.20 -1.69 -1.73
H 1.70 -1.17 -2.77
H 2.78 0.39 -2.97
H 0.07 0.19 -4.90
H 1.52 -0.97 -5.27
H 2.01 1.22 -6.67
H 1.60 2.31 -5.12
H 3.15 1.24 -5.08
H -0.31 0.04 2.11
H 1.20 0.25 3.22
H 0.33 -2.05 1.30
H 1.93 -1.43 0.53
H 4.16 1.87 2.20
H 3.62 0.09 2.50
H 6.06 0.20 2.94
H 2.20 2.70 2.95
H 0.44 4.07 0.57
H 1.29 4.96 2.04
H 2.70 3.73 -0.61
H 3.14 5.35 0.41
H 3.64 3.65 1.06
C -1.44 3.74 -4.99
C -2.71 2.90 -5.13
N -3.85 3.42 -4.39
C -4.96 2.47 -4.28
C -5.67 2.05 -5.56
C -4.24 4.81 -4.68
C -4.59 5.15 -6.12
H -1.18 3.89 -3.94
H -0.60 3.23 -5.47
H -1.55 4.72 -5.47
H -2.47 1.90 -4.75
H -2.94 2.78 -6.20
H -5.71 2.87 -3.58
H -4.59 1.57 -3.79
H -6.30 2.85 -5.95
H -6.32 1.20 -5.37
H -4.96 1.76 -6.34
H -3.42 5.46 -4.36
H -5.08 5.10 -4.03
H -3.87 4.75 -6.84
H -4.60 6.24 -6.25
H -5.59 4.79 -6.40
C -4.25 -2.38 1.39
C -3.76 -1.65 2.64
N -4.28 -0.29 2.77
C -3.59 0.51 3.78
C -3.70 0.05 5.23
C -5.74 -0.14 2.75
C -6.54 -0.91 3.80
H -4.05 -1.80 0.49
H -3.74 -3.34 1.30
H -5.33 -2.59 1.43
H -2.67 -1.61 2.57
H -4.00 -2.26 3.52
H -3.92 1.55 3.71
H -2.52 0.54 3.52
H -4.68 0.27 5.65
H -2.97 0.60 5.84
H -3.49 -1.01 5.35
H -6.10 -0.45 1.76
H -6.00 0.92 2.81
H -6.22 -1.95 3.90
H -7.60 -0.92 3.51
H -6.48 -0.43 4.78
*
```

Below is a cluster of 5 separate species, C18H28O12S in total in a non-equilibrium geometry, with properties calculated with the ωB97M-V functional and the def2-TZVPD basis.

Results
- Strongest force on any atom: 2.6 eV Å⁻¹
- Energy relative to the best compared isomer or geometry (same formula, charge and spin): 0.654 eV
- E: -2003.73422 a.u.
- SMILES: O=S1(=O)OCCO1.O=C1CCCO1.O=C1CCCO1.O=C1CCCO1.O=C1CCCO1

```
! RIJCOSX wB97M-V def2-TZVPD def2/J DEFGRID3
* xyz 0 1
O 4.52 0.24 1.10
C 4.78 0.51 -0.03
O 5.00 1.76 -0.48
C 4.94 1.86 -1.89
C 4.85 0.37 -2.43
C 4.91 -0.50 -1.19
H 5.86 2.28 -2.27
H 4.07 2.47 -2.15
H 5.73 0.28 -3.06
H 3.94 0.43 -3.03
H 5.83 -1.09 -1.12
H 4.12 -1.23 -1.05
O -5.52 -3.77 1.17
C -5.16 -2.93 0.40
O -5.91 -1.85 0.13
C -5.37 -1.11 -0.99
C -3.88 -1.41 -0.92
C -3.91 -2.87 -0.45
H -5.60 -0.07 -0.82
H -5.79 -1.60 -1.87
H -3.22 -0.87 -0.23
H -3.38 -1.24 -1.87
H -3.06 -3.15 0.18
H -3.97 -3.60 -1.26
O -0.12 -0.28 4.81
C -0.96 -1.07 4.56
O -0.72 -2.42 4.57
C -1.91 -3.15 4.22
C -2.78 -2.14 3.49
C -2.43 -0.86 4.22
H -2.37 -3.71 5.03
H -1.53 -3.84 3.46
H -3.83 -2.44 3.54
H -2.65 -2.06 2.41
H -2.98 -0.71 5.15
H -2.48 0.00 3.56
O 1.70 1.10 -1.34
C 1.41 0.14 -0.68
O 1.50 -1.11 -1.21
C 0.75 -2.07 -0.44
C 0.24 -1.31 0.80
C 0.73 0.11 0.68
H 1.40 -2.89 -0.15
H -0.10 -2.37 -1.05
H 0.56 -1.91 1.66
H -0.85 -1.37 0.81
H 1.56 0.36 1.35
H -0.05 0.85 0.85
C 0.50 4.22 -1.45
C 0.36 3.90 -2.94
O 1.09 4.94 -3.63
S 2.26 5.50 -2.69
O 2.01 6.89 -2.43
O 3.54 5.07 -3.17
O 1.89 4.56 -1.44
H 0.39 3.32 -0.85
H -0.16 4.98 -1.04
H -0.63 3.89 -3.38
H 0.89 2.97 -3.15
*
```

Respective orbital gap values: 6.77 9.10 7.23 9.95 eV.